# 1
This record from OMol25 describes 9 unconnected molecules or ions with the total composition C19H56O9 in a non-equilibrium geometry. The level of theory is ωB97M-V/def2-TZVPD.

The SMILES is CC(C)O.CCO.CCO.CCO.CCO.CCO.CCO.CCO.CCO. The HOMO-LUMO gap is 0.3566 Eh. The spin multiplicity is 1. The energy above the lowest of the compared OMol25 structures with the same formula, charge and spin is 274.6 kJ/mol.

Positions of all 84 atoms, in Å:
C: -2.30 7.51 -5.46
C: -2.30 8.63 -4.42
C: -3.64 8.70 -3.64
O: -1.19 8.51 -3.52
H: -3.14 7.61 -6.14
H: -2.30 6.50 -5.04
H: -1.36 7.63 -6.01
H: -2.18 9.56 -4.98
H: -3.41 9.11 -2.65
H: -4.08 7.73 -3.42
H: -4.37 9.33 -4.16
H: -0.83 9.40 -3.42
C: 0.58 4.76 -2.27
C: -0.77 4.69 -2.98
O: -1.61 5.79 -2.62
H: 0.93 5.79 -2.19
H: 1.35 4.26 -2.87
H: 0.58 4.36 -1.26
H: -1.23 3.72 -2.83
H: -0.68 4.75 -4.07
H: -1.42 6.53 -3.22
C: -7.36 10.93 -3.81
C: -6.44 11.79 -4.71
O: -6.04 10.96 -5.79
H: -6.69 10.21 -3.34
H: -8.07 10.39 -4.43
H: -7.86 11.60 -3.12
H: -5.57 12.10 -4.13
H: -6.90 12.73 -5.03
H: -5.31 11.41 -6.24
C: -6.63 7.12 -5.69
C: -7.18 7.58 -7.04
O: -7.52 8.95 -6.96
H: -5.76 7.70 -5.37
H: -6.29 6.08 -5.74
H: -7.43 7.22 -4.95
H: -8.01 7.00 -7.42
H: -6.38 7.36 -7.77
H: -6.90 9.35 -6.32
C: -0.46 12.33 -5.01
C: 0.47 11.29 -4.42
O: 0.30 11.11 -3.03
H: -0.30 13.28 -4.51
H: -1.49 11.97 -4.85
H: -0.44 12.34 -6.10
H: 1.52 11.56 -4.63
H: 0.24 10.38 -4.98
H: 0.68 11.86 -2.57
C: -0.33 8.13 0.06
C: -1.83 7.90 0.20
O: -2.11 6.51 0.17
H: 0.02 7.83 -0.92
H: 0.25 7.63 0.84
H: -0.02 9.18 0.11
H: -2.26 8.35 -0.70
H: -2.26 8.39 1.07
H: -2.14 6.19 -0.74
C: -6.48 5.22 -1.56
C: -4.98 5.41 -1.49
O: -4.40 5.18 -2.77
H: -6.94 5.67 -2.43
H: -6.95 5.52 -0.62
H: -6.71 4.15 -1.63
H: -4.52 4.75 -0.75
H: -4.76 6.42 -1.13
H: -3.44 5.37 -2.67
C: -5.40 2.96 -5.88
C: -4.08 2.71 -5.15
O: -3.24 3.86 -5.17
H: -6.03 3.62 -5.28
H: -5.94 2.02 -5.96
H: -5.23 3.40 -6.86
H: -3.50 1.89 -5.57
H: -4.27 2.48 -4.10
H: -3.51 4.44 -4.45
C: -3.34 10.24 -8.06
C: -3.09 11.75 -8.03
O: -3.83 12.33 -6.96
H: -4.37 10.16 -8.41
H: -3.27 9.80 -7.07
H: -2.63 9.75 -8.72
H: -3.37 12.25 -8.95
H: -2.01 11.92 -7.87
H: -3.88 13.28 -7.05

# 2
This record from OMol25 describes 11 unconnected molecules or ions with the total composition C19H57N20O16PS in a non-equilibrium geometry. The level of theory is ωB97M-V/def2-TZVPD.

The HOMO-LUMO gap is 0.2995 Eh. The spin multiplicity is 1.

Positions of all 114 atoms, in Å:
C: 4.94 -1.43 -0.70
C: 4.07 -1.20 -1.48
O: 3.02 -0.71 -2.11
S: 2.81 -1.32 -3.68
O: 3.40 -2.62 -3.68
O: 1.18 -1.48 -3.78
C: 0.70 -2.33 -2.72
C: -0.84 -2.36 -2.62
C: -1.37 -3.71 -2.16
P: -0.68 -4.17 -0.55
O: 0.75 -3.85 -0.41
O: -1.50 -3.55 0.70
C: -1.62 -2.10 0.68
C: -0.37 -1.34 1.17
O: -0.90 -5.78 -0.42
C: 0.22 -6.47 0.15
C: 1.28 -6.85 -0.89
H: 5.78 -1.49 -0.06
H: 1.13 -3.34 -2.73
H: 1.07 -1.88 -1.79
H: -1.17 -1.51 -2.03
H: -1.22 -2.17 -3.63
H: -2.46 -3.67 -2.06
H: -1.19 -4.52 -2.86
H: -1.99 -1.75 -0.29
H: -2.42 -1.85 1.41
H: -0.60 -0.69 2.01
H: 0.05 -0.73 0.36
H: 0.42 -2.04 1.45
H: -0.18 -7.42 0.51
H: 0.66 -5.98 1.02
H: 1.98 -7.54 -0.42
H: 1.84 -5.97 -1.24
H: 0.81 -7.28 -1.78
C: 4.10 -2.52 2.95
O: 5.28 -2.42 2.63
N: 3.41 -1.61 3.68
N: 3.42 -3.64 2.53
H: 2.44 -1.71 3.93
H: 3.90 -0.79 3.99
H: 3.96 -4.30 1.99
H: 2.45 -3.83 2.72
C: 0.31 2.12 -3.93
O: -0.39 1.57 -4.76
N: 1.24 1.47 -3.17
N: 0.24 3.45 -3.64
H: 1.80 1.93 -2.48
H: 1.38 0.48 -3.31
H: -0.42 4.01 -4.16
H: 0.81 3.91 -2.95
C: 1.16 6.97 -1.75
O: 1.07 5.88 -2.29
N: 1.67 7.12 -0.50
N: 0.76 8.12 -2.36
H: 1.76 8.01 -0.04
H: 1.98 6.29 -0.02
H: 0.38 8.04 -3.29
H: 0.83 9.03 -1.94
C: -1.43 -4.81 2.73
O: -0.33 -4.38 3.06
N: -1.75 -6.13 2.81
N: -2.42 -4.02 2.25
H: -2.64 -6.51 2.54
H: -1.04 -6.75 3.15
H: -2.23 -3.04 2.17
H: -3.32 -4.37 1.97
C: 6.56 1.61 1.58
O: 5.35 1.77 1.54
N: 7.44 2.63 1.32
N: 7.14 0.41 1.89
H: 8.43 2.52 1.35
H: 7.05 3.52 1.09
H: 6.52 -0.36 2.08
H: 8.13 0.27 1.92
C: 11.00 4.43 2.30
O: 10.97 3.90 1.21
N: 11.72 3.94 3.35
N: 10.30 5.58 2.57
H: 11.76 4.37 4.25
H: 12.25 3.10 3.18
H: 9.75 5.97 1.83
H: 10.31 6.03 3.47
C: -4.37 -0.44 3.49
O: -3.21 -0.50 3.06
N: -4.85 -1.39 4.33
N: -5.26 0.55 3.21
H: -5.78 -1.39 4.70
H: -4.24 -2.14 4.57
H: -4.97 1.29 2.59
H: -6.19 0.56 3.58
C: -4.27 1.59 -1.49
O: -5.20 1.15 -0.82
N: -4.51 2.28 -2.62
N: -2.96 1.41 -1.15
H: -3.79 2.67 -3.21
H: -5.47 2.42 -2.88
H: -2.77 0.90 -0.31
H: -2.20 1.77 -1.70
C: -7.10 5.06 -3.58
O: -6.67 3.97 -3.90
N: -6.68 5.69 -2.44
N: -8.03 5.73 -4.32
H: -7.01 6.59 -2.15
H: -6.00 5.22 -1.88
H: -8.35 5.29 -5.16
H: -8.39 6.63 -4.07
C: -7.54 -1.39 1.38
O: -7.01 -1.42 2.48
N: -7.01 -0.79 0.30
N: -8.77 -1.96 1.16
H: -7.45 -0.76 -0.60
H: -6.11 -0.34 0.41
H: -9.21 -2.42 1.94
H: -9.24 -1.95 0.28

# 3
This record from OMol25 describes 16 unconnected molecules or ions with the total composition C19H5Cl60NO4S in a non-equilibrium geometry. The level of theory is ωB97M-V/def2-TZVPD.

The HOMO-LUMO gap is 0.3221 Eh. The spin multiplicity is 1. The energy above the lowest of the compared OMol25 structures with the same formula, charge and spin is 368.6 kJ/mol.

Positions of all 90 atoms, in Å:
C: 0.52 4.31 0.19
C: 1.35 3.31 -0.10
N: 2.15 2.13 -0.60
C: 1.85 1.98 -2.07
S: 3.37 2.02 -3.17
O: 3.87 3.47 -3.32
O: 4.49 1.21 -2.56
C: 1.58 0.87 0.07
O: 0.72 1.03 1.03
O: 1.89 -0.43 -0.33
H: -0.33 5.09 0.09
H: 3.16 2.26 -0.37
H: 1.22 2.91 -2.38
H: 1.22 1.04 -2.34
H: 2.93 1.52 -4.42
C: -3.42 4.45 2.28
Cl: -2.03 3.70 3.11
Cl: -4.62 3.20 1.90
Cl: -4.15 5.68 3.34
Cl: -2.86 5.21 0.78
C: -1.72 1.87 -3.88
Cl: -0.72 0.43 -3.55
Cl: -0.66 3.28 -4.14
Cl: -2.69 1.59 -5.34
Cl: -2.80 2.18 -2.50
C: -1.98 9.37 -0.61
Cl: -3.50 9.23 0.31
Cl: -1.07 10.79 -0.05
Cl: -1.00 7.90 -0.36
Cl: -2.35 9.56 -2.34
C: 0.75 -3.94 -0.73
Cl: -0.35 -4.35 0.61
Cl: 0.98 -5.37 -1.77
Cl: 0.03 -2.62 -1.69
Cl: 2.32 -3.42 -0.09
C: 2.18 -2.60 -5.60
Cl: 1.00 -1.52 -4.82
Cl: 3.31 -3.22 -4.37
Cl: 1.33 -3.96 -6.37
Cl: 3.09 -1.69 -6.83
C: 7.23 -1.62 -2.00
Cl: 5.76 -2.33 -2.71
Cl: 6.78 -0.29 -0.92
Cl: 8.11 -2.86 -1.09
Cl: 8.28 -1.00 -3.30
C: 1.84 -3.18 3.77
Cl: 0.76 -3.58 5.13
Cl: 2.07 -4.61 2.74
Cl: 1.12 -1.87 2.81
Cl: 3.42 -2.65 4.41
C: -6.30 -0.12 0.42
Cl: -7.76 -0.86 -0.27
Cl: -6.76 1.21 1.50
Cl: -5.40 -1.35 1.35
Cl: -5.27 0.50 -0.89
C: 2.24 1.78 4.88
Cl: 3.51 3.01 4.69
Cl: 2.69 0.32 3.97
Cl: 2.07 1.37 6.60
Cl: 0.70 2.42 4.27
C: 5.81 -6.17 3.60
Cl: 6.24 -7.87 3.29
Cl: 4.68 -6.09 4.97
Cl: 7.28 -5.25 3.99
Cl: 5.04 -5.48 2.15
C: -3.07 -7.25 0.59
Cl: -3.70 -6.07 1.75
Cl: -1.47 -7.82 1.12
Cl: -4.19 -8.63 0.49
Cl: -2.93 -6.49 -1.01
C: -9.29 0.62 4.54
Cl: -9.86 2.27 4.18
Cl: -10.56 -0.28 5.40
Cl: -8.90 -0.21 3.02
Cl: -7.83 0.70 5.56
C: -1.52 -6.34 -8.44
Cl: -2.07 -4.69 -8.78
Cl: -2.80 -7.24 -7.59
Cl: -1.13 -7.17 -9.96
Cl: -0.06 -6.28 -7.41
C: 0.98 7.24 -4.44
Cl: 1.98 5.81 -4.09
Cl: 2.03 8.64 -4.73
Cl: 0.00 6.93 -5.90
Cl: -0.09 7.57 -3.06
C: 0.26 -0.64 9.69
Cl: 0.22 -1.59 11.19
Cl: 1.54 0.59 9.80
Cl: 0.59 -1.72 8.32
Cl: -1.31 0.15 9.45

# 4
This record from OMol25 describes a molecular structure, C19H60AsF6O11 in a non-equilibrium geometry. The level of theory is ωB97M-V/def2-TZVPD.

As for the net charge: -1. The HOMO-LUMO gap is 0.3519 Eh. The spin multiplicity is 1. The energy above the lowest of the compared OMol25 structures with the same formula, charge and spin is 0.0 kJ/mol.

Positions of all 97 atoms, in Å:
As: 7.40 0.88 5.87
F: 6.09 1.69 6.71
F: 7.88 2.38 5.11
F: 8.69 0.00 5.09
F: 6.89 -0.62 6.67
F: 6.33 0.57 4.53
F: 8.45 1.23 7.28
C: 9.97 -4.56 7.25
C: 8.84 -3.98 6.40
C: 8.88 -4.50 4.97
O: 7.60 -4.46 6.95
H: 10.03 -5.65 7.15
H: 9.85 -4.37 8.32
H: 10.92 -4.12 6.97
H: 8.81 -2.89 6.53
H: 9.11 -5.57 5.00
H: 9.67 -4.01 4.41
H: 7.93 -4.37 4.46
H: 7.09 -3.72 7.32
C: 3.00 -1.70 6.58
C: 2.70 -3.00 7.32
C: 1.33 -3.51 7.02
O: 3.72 -3.96 6.99
H: 2.38 -0.88 6.94
H: 2.81 -1.75 5.50
H: 4.04 -1.42 6.68
H: 2.76 -2.86 8.40
H: 1.17 -3.64 5.94
H: 0.60 -2.76 7.36
H: 1.07 -4.40 7.59
H: 4.53 -3.61 7.39
C: 5.97 -3.70 10.32
C: 6.23 -2.35 9.64
C: 7.69 -1.93 9.78
O: 5.93 -2.55 8.25
H: 6.07 -3.62 11.40
H: 6.70 -4.47 10.06
H: 4.98 -4.10 10.09
H: 5.55 -1.60 10.06
H: 7.84 -0.95 9.31
H: 8.27 -2.71 9.30
H: 7.92 -1.74 10.83
H: 6.31 -1.76 7.81
C: 11.89 1.10 5.27
C: 12.09 -0.38 5.52
C: 12.03 -0.76 7.00
O: 11.14 -1.13 4.77
H: 11.88 1.24 4.18
H: 12.76 1.67 5.63
H: 10.96 1.50 5.66
H: 13.05 -0.68 5.09
H: 12.69 -0.09 7.55
H: 12.24 -1.80 7.20
H: 11.03 -0.51 7.38
H: 10.24 -0.75 4.84
C: 6.11 -2.03 2.79
O: 6.73 -3.05 2.04
H: 5.15 -2.37 3.18
H: 6.70 -1.68 3.64
H: 5.98 -1.14 2.16
H: 7.65 -2.79 1.87
C: 3.13 1.53 8.97
O: 3.19 1.02 10.29
H: 3.82 1.01 8.31
H: 2.12 1.44 8.57
H: 3.36 2.60 8.94
H: 4.07 1.26 10.64
C: 9.30 1.98 2.23
O: 9.14 3.20 2.90
H: 9.83 1.25 2.86
H: 8.32 1.51 2.04
H: 9.87 2.11 1.31
H: 8.68 3.01 3.74
C: 9.84 -1.59 1.89
O: 9.32 -2.67 1.08
H: 9.74 -0.70 1.27
H: 9.18 -1.52 2.75
H: 10.89 -1.71 2.17
H: 9.76 -2.61 0.23
C: 6.60 1.93 10.28
O: 5.61 2.04 11.30
H: 6.17 1.38 9.44
H: 6.85 2.94 9.95
H: 7.51 1.42 10.63
H: 5.95 2.59 12.01
C: 7.71 5.19 7.08
O: 8.02 6.53 6.75
H: 8.63 4.62 7.23
H: 7.19 5.08 8.04
H: 7.15 4.68 6.30
H: 8.86 6.75 7.14
C: 11.24 2.57 8.80
O: 9.90 2.45 9.21
H: 11.75 1.63 9.04
H: 11.34 2.80 7.73
H: 11.70 3.42 9.30
H: 9.33 2.07 8.51

# 5
This record from OMol25 describes a molecular structure, C19H61F3O17V in a non-equilibrium geometry. The level of theory is ωB97M-V/def2-TZVPD.

As for the net charge: -1. The HOMO-LUMO gap is 0.2182 Eh. The spin multiplicity is 1.

Positions of all 101 atoms, in Å:
O: -2.23 2.77 0.29
V: -1.96 2.69 -1.22
O: -2.80 3.79 -2.07
C: -0.21 0.54 -2.13
O: -0.58 0.83 -0.79
O: -0.95 1.41 -2.89
C: 1.30 0.54 -2.41
F: 1.89 -0.60 -2.06
F: 1.55 0.75 -3.72
F: 1.96 1.55 -1.77
C: -0.18 -0.11 0.21
C: -0.72 0.34 1.55
H: -1.78 0.59 1.57
H: -0.50 -0.43 2.29
H: -0.21 1.25 1.87
H: 0.91 -0.23 0.25
H: -0.60 -1.10 0.01
H: -0.55 -0.47 -2.38
C: -0.86 -4.94 3.67
C: -0.09 -3.60 3.70
C: -0.53 -2.81 4.93
O: 1.28 -3.77 3.63
H: -0.37 -5.72 4.26
H: -0.93 -5.33 2.65
H: -1.90 -4.85 4.01
H: -0.39 -3.02 2.80
H: -0.24 -3.22 5.90
H: -1.62 -2.75 4.92
H: -0.14 -1.79 4.92
C: 1.84 -3.14 0.12
O: 1.55 -4.32 0.84
H: 1.08 -3.00 -0.66
H: 1.81 -2.25 0.74
H: 2.77 -3.20 -0.44
H: 1.40 -4.13 1.80
C: -3.90 1.25 -4.98
O: -3.11 0.21 -4.40
H: -3.58 1.61 -5.96
H: -4.94 0.94 -5.05
H: -3.93 2.11 -4.30
H: -2.43 0.70 -3.91
C: -1.33 3.72 3.95
O: -0.24 2.99 4.52
H: -2.03 3.99 4.74
H: -0.92 4.59 3.43
H: -1.79 3.17 3.13
H: 0.56 3.22 4.04
C: -4.06 0.20 -0.63
O: -3.86 1.39 -1.40
H: -4.83 -0.43 -1.08
H: -3.14 -0.39 -0.53
H: -4.35 0.47 0.39
H: -4.75 1.63 -1.67
C: 0.71 3.95 -0.10
O: -0.05 3.85 -1.30
H: 0.14 3.58 0.74
H: 1.67 3.44 -0.13
H: 0.98 5.00 0.05
H: 0.53 4.09 -2.04
C: 0.18 0.15 -6.91
O: -0.09 1.00 -8.01
H: -0.33 0.47 -5.99
H: -0.09 -0.87 -7.19
H: 1.22 0.15 -6.59
H: -0.99 0.88 -8.32
C: 3.96 1.10 0.87
O: 3.60 -0.26 0.75
H: 4.22 1.40 1.89
H: 4.76 1.42 0.21
H: 3.10 1.71 0.55
H: 3.10 -0.51 1.57
C: -2.16 -3.86 0.18
O: -1.03 -4.50 -0.32
H: -2.33 -2.90 -0.34
H: -3.09 -4.36 -0.13
H: -2.13 -3.76 1.27
H: -0.23 -4.24 0.18
C: 2.84 3.96 -3.39
O: 1.82 4.93 -3.17
H: 2.44 3.06 -3.84
H: 3.69 4.32 -3.97
H: 3.31 3.73 -2.43
H: 1.64 5.37 -4.00
C: 5.52 -1.60 -1.89
O: 5.69 -1.67 -0.49
H: 6.07 -0.77 -2.36
H: 6.00 -2.51 -2.29
H: 4.48 -1.54 -2.23
H: 4.92 -1.20 -0.11
C: -3.44 -0.51 3.61
O: -4.83 -0.86 3.57
H: -2.89 -0.94 4.45
H: -2.98 -0.98 2.74
H: -3.33 0.57 3.60
H: -5.14 -0.72 4.47
C: 2.05 -0.21 3.85
O: 2.36 -1.21 2.90
H: 2.28 -0.47 4.88
H: 2.56 0.72 3.58
H: 0.98 0.00 3.83
H: 1.92 -2.05 3.16

Listing LUMO for the structures above in their given order: 0.31, 0.35, -0.63, 2.32, 1.30 eV.